9
Properties=species:S:1:pos:R:3 method="wB97M-V/def2-TZVPD" charge=-1 e_above_lowest_kcal_mol=67.68 max_force_ev_per_a=1.82 orbital_gap_ev=5.546
O 1.31013 -0.97626 -0.12631
O -2.80616 0.19368 2.40492
C 1.41027 -0.09995 -1.17616
C 0.50797 0.85944 -1.43040
H -0.40951 0.73944 -0.87343
H 0.37437 -1.03056 0.06386
H 2.29739 -0.20618 -1.78856
H 0.77398 1.62399 -2.14174
H -2.93173 0.49009 1.51866